DFT (ωB97M-V with the def2-TZVPD basis set) results for 2 unconnected molecules or ions with the total composition C9H11NO3 at a distorted geometry.

XYZ file:
```
24
Properties=species:S:1:pos:R:3:forces:R:3:mulliken_charge:R:1
O 1.4388 1.7756 5.2515 -0.441 1.493 0.870 -0.363
O 2.1181 0.0796 3.8771 0.470 -0.861 -0.992 -0.430
O 1.7322 2.5171 2.5168 1.137 1.849 1.109 -0.594
N -0.0476 -0.7234 -0.2590 -1.395 -2.469 -0.513 0.076
C 0.8130 -1.4715 0.6724 0.641 -1.169 0.901 -0.677
C -0.9574 2.2339 1.6772 -1.021 -0.557 -0.575 -1.156
C 0.7687 -0.3338 -1.4755 -0.153 0.159 0.343 -0.639
C -0.6564 0.3520 0.4996 0.661 1.502 0.034 0.380
C 1.7869 0.9922 4.4987 -0.021 -0.844 0.365 0.787
C -2.1995 1.8317 1.1941 -0.309 0.374 -0.511 -0.815
C 1.4391 1.7634 1.6464 -2.021 -3.144 -1.905 -0.271
C -2.0117 0.6436 0.4405 0.116 -0.300 -0.920 -0.613
C 0.0885 1.3769 1.3010 -2.200 -0.581 -0.814 0.534
H -0.7926 -1.4398 -0.6322 1.346 1.981 1.197 0.434
H 1.4540 -0.7981 1.3124 -0.694 -0.724 -1.123 0.288
H 1.6674 0.0328 -0.9412 -0.204 0.342 -1.154 0.293
H -2.7358 0.1219 -0.2591 0.822 0.621 1.227 0.259
H 1.0670 -1.2803 -2.1045 -0.933 2.008 1.043 0.297
H 0.2189 -2.0990 1.3632 0.048 0.605 -0.377 0.293
H 0.1251 0.4966 -1.9296 1.431 -1.338 0.039 0.339
H 2.1114 1.1332 1.0519 1.458 0.332 -0.004 0.256
H 1.3571 -2.1506 0.0224 0.674 -0.155 0.378 0.388
H -0.7202 3.1456 2.1236 0.021 1.271 0.971 0.588
H -3.1273 2.4213 1.1565 0.566 -0.397 0.409 0.344
```
Forces are in eV/Å.

As for the SMILES: C[NH+](C)C1=CC=C/C1=C\[O-].O=C=O. As for the spin multiplicity: 1. As for the total charge: 0. For the energy above the lowest of the compared OMol25 structures with the same formula, charge and spin, the calculation gives 353.7 kJ/mol. The highest occupied orbital energy comes out at -7.38 eV. Its HOMO-LUMO gap is 7.32 eV. The total energy comes out at -629.92363 Ha.